{
  "formula": "C10H13F5OP",
  "method": "ωB97M-V/def2-TZVPD",
  "species": ["H", "H", "H", "C", "C", "C", "H", "H", "C", "H", "H", "H", "O", "C", "C", "H", "F", "H", "P", "H", "C", "C", "C", "H", "F", "F", "C", "F", "F", "H"],
  "positions_angstrom": [[3.780888, -2.317711, 1.031352], [-3.623495, 0.273930, 0.605024], [-0.188204, -1.743209, -0.474815], [2.517908, 0.259556, -0.767140], [0.160075, 0.647346, -1.604307], [-3.876637, 1.332062, 0.602417], [-4.490867, 1.564739, -0.263530], [-2.274426, 2.271667, 1.658813], [1.352814, -3.484965, 0.940865], [-4.459085, 1.503731, 1.507587], [4.463899, -0.149843, 0.026867], [-0.659359, 2.815980, -0.753597], [-0.065980, 1.464193, 0.957662], [1.759288, -2.176147, 0.342808], [-2.616713, 2.199091, 0.630098], [-1.606937, 0.140901, -0.101098], [1.854277, -3.636812, 2.182730], [2.766545, 1.214352, -1.201219], [-1.183344, 1.490225, -0.418896], [0.576083, 2.162059, 0.811606], [1.200913, -0.182414, -0.897323], [3.451236, -0.506541, -0.076724], [3.069106, -1.720580, 0.480368], [-2.040384, 1.554549, -1.603316], [0.030214, -3.619258, 1.049626], [-0.477098, -0.197467, -2.488919], [0.827265, -1.416055, -0.350250], [0.800150, 1.584906, -2.374600], [1.781567, -4.545121, 0.251000], [-2.829698, 3.216834, 0.296910]],
  "forces_ev_per_angstrom": [[0.1, 0.0, 0.0], [0.1, -0.2, -0.2], [-0.2, -0.1, 0.0], [-0.5, -0.3, 0.1], [0.2, -0.3, 0.8], [0.2, 0.5, 0.2], [-0.1, -0.2, -0.1], [0.2, 0.0, 0.1], [0.0, 0.5, 0.3], [-0.3, 0.0, 0.0], [0.2, 0.0, 0.1], [0.1, 0.0, 0.0], [-0.1, -0.4, -0.1], [-0.1, 0.5, -0.3], [0.2, -0.3, 0.0], [0.2, -0.1, 0.1], [0.2, 0.0, 0.4], [0.2, 0.1, 0.0], [-0.5, 0.7, 0.1], [0.1, 0.1, 0.0], [0.2, -0.2, -0.1], [-0.5, -0.1, -0.1], [0.1, 0.0, 0.0], [0.0, -0.2, 0.0], [-0.5, 0.0, 0.0], [-0.2, -0.1, -0.3], [0.4, 0.4, -0.1], [0.1, 0.3, -0.4], [0.3, -0.6, -0.6], [0.0, 0.1, -0.2]],
  "total_charge": -1,
  "e_lumo_ev": 3.290,
  "homo_ev": -4.17,
  "e_tot_ha": -1304.78923
}